No. 1
Below is a molecular structure, C4H2O2Ru in a non-equilibrium geometry, with properties calculated with the ωB97M-V functional and the def2-TZVPD basis.

- LUMO (alpha / beta) (eV) = -16.339 / -19.906
- <S²> = 8.771
- HOMO energy (alpha / beta) (eV) = -24.29 / -24.12
- spin multiplicity = 6
- total energy (hartree) = -397.29027
- Kohn-Sham gap (alpha / beta) (eV) = 8.0 / 4.2
- charge = +3

Each line ends with the natural charge from an NBO analysis.
Positions of all 9 atoms, in Å:
Ru -0.504 0.426 3.347  1.642
O -0.266 0.125 1.619  -0.687
O 2.171 0.245 -2.992  0.013
C -0.568 0.520 0.438  0.201
C 1.133 0.039 -2.580  0.827
C 0.126 -0.621 -1.858  -0.032
C -0.227 -0.083 -0.708  0.340
H -1.056 1.499 0.288  0.325
H -0.485 -0.872 -2.817  0.372

No. 2
Below is a molecular structure, C4H8O3, with properties calculated with the ωB97M-V functional and the def2-TZVPD basis.

- LUMO (eV) = 0.740
- HOMO energy (eV) = -7.29
- spin multiplicity = 1
- total energy (hartree) = -382.81100
- Kohn-Sham gap (eV) = 8.0
- energy relative to the best compared isomer or geometry (same formula, charge and spin) (kJ/mol) = 403.9
- charge = 0

Each line ends with the natural charge from an NBO analysis.
Positions of all 15 atoms, in Å:
O -0.139 1.806 -0.441  -0.629
O -0.361 -0.436 0.613  -0.477
O 2.755 0.875 -0.974  -0.687
C -0.492 -1.250 -0.615  -0.256
C 1.783 0.321 -0.159  -0.173
C 0.594 0.915 -0.093  0.564
C -1.542 0.145 1.222  -0.259
H -2.105 0.761 0.515  0.211
H -2.155 -0.654 1.642  0.193
H 2.071 -0.553 0.407  0.203
H -1.170 -2.065 -0.387  0.189
H 2.321 1.621 -1.409  0.475
H -1.210 0.801 2.039  0.216
H 0.487 -1.659 -0.909  0.226
H -0.835 -0.626 -1.450  0.204

No. 3
Below is a molecular structure, C6H13N2O in a non-equilibrium geometry, with properties calculated with the ωB97M-V functional and the def2-TZVPD basis.

- LUMO (alpha / beta) (eV) = -3.316 / -3.714
- HOMO energy (alpha / beta) (eV) = -10.64 / -10.24
- spin multiplicity = 1
- total energy (hartree) = -420.72608
- Kohn-Sham gap (alpha / beta) (eV) = 7.3 / 6.5
- energy relative to the best compared isomer or geometry (same formula, charge and spin) (kJ/mol) = 595.7
- charge = +1

Each line ends with the natural charge from an NBO analysis.
Positions of all 22 atoms, in Å:
O 3.717 -0.380 0.373  -0.755
N 2.188 1.097 -0.634  -0.728
N -2.182 0.408 0.721  -0.281
C -0.945 0.200 1.223  -0.260
C -2.912 0.292 -0.253  0.384
C 0.088 -0.391 -0.269  -0.402
C 2.463 -1.147 0.336  -0.106
C -4.269 0.262 -0.605  -0.740
C 1.467 -0.162 -0.288  -0.074
H 2.494 -1.982 -0.346  0.195
H -0.959 -0.624 1.793  0.223
H 4.421 -1.109 0.235  0.526
H -0.572 0.242 -0.870  0.218
H 2.320 1.353 -1.657  0.437
H -0.610 1.175 1.496  0.213
H 3.147 0.877 -0.144  0.479
H 2.311 -1.490 1.371  0.197
H -0.185 -1.456 -0.348  0.243
H -4.566 1.267 -0.695  0.274
H 1.806 1.844 -0.066  0.420
H -4.336 -0.088 -1.599  0.266
H -4.887 -0.185 0.223  0.271

No. 4
Below is a molecular structure, C34H29N8O2ReTe in a non-equilibrium geometry, with properties calculated with the ωB97M-V functional and the def2-TZVPD basis.

- LUMO (alpha / beta) (eV) = -10.756 / -10.730
- <S²> = 0.772
- HOMO energy (alpha / beta) (eV) = -16.00 / -16.00
- spin multiplicity = 2
- total energy (hartree) = -2246.82909
- Kohn-Sham gap (alpha / beta) (eV) = 5.2 / 5.3
- energy relative to the best compared isomer or geometry (same formula, charge and spin) (kJ/mol) = 78.4
- charge = +3

Each line ends with the Mulliken charge.
Positions of all 75 atoms, in Å:
Re -0.282 -0.367 0.021  -0.324
Te -1.581 1.687 1.039  0.424
O -3.068 -0.201 -1.202  0.063
O 1.132 -2.372 -0.134  -0.640
N -0.139 -1.096 2.021  0.233
N 8.369 1.138 2.132  -0.501
N -2.056 -1.079 -0.862  -0.088
N 0.445 0.763 -1.652  0.036
N 1.569 2.357 -3.607  -0.467
N -0.066 -2.269 -0.464  0.900
N 1.583 0.265 0.626  0.345
N 0.332 -1.982 4.597  -0.485
C -0.678 -4.538 -1.160  -1.676
C -4.610 -0.059 4.399  -0.580
C 1.714 1.223 -1.526  0.256
C 1.280 -1.361 3.903  -0.444
C -4.940 -0.214 3.056  -0.694
C -4.095 0.276 2.072  -0.216
C 3.728 1.050 -0.002  -0.695
C 3.400 -0.043 2.115  -0.542
C -0.840 -2.161 4.015  -0.578
C -2.167 -2.346 -1.173  0.714
C -3.441 0.594 4.766  -0.702
C 6.372 -0.157 2.289  -0.557
C 0.327 1.917 -3.715  -0.489
C 1.074 -0.916 2.607  0.110
C -2.647 3.014 -0.184  0.769
C 7.712 2.045 1.421  -0.463
C -0.254 1.123 -2.731  -0.125
C -2.750 5.311 -0.874  -0.708
C 7.720 0.059 2.550  -0.490
C -2.588 1.093 3.792  -0.451
C 2.256 2.023 -2.522  -0.539
C -2.921 0.920 2.453  0.672
C 5.680 0.786 1.533  0.500
C 2.075 -0.208 1.792  0.703
C -3.354 -3.016 -1.760  -1.524
C -2.111 4.301 -0.170  -0.553
C -3.916 5.037 -1.573  -0.528
C 4.262 0.605 1.218  0.446
C -0.950 -3.096 -0.908  0.389
C 2.396 0.863 -0.272  0.730
C -4.452 3.753 -1.569  -0.682
C -3.823 2.734 -0.875  -0.157
C -1.092 -1.709 2.721  -0.320
C 6.371 1.909 1.084  -0.576
H -3.713 -3.769 -1.052  0.358
H -3.202 0.734 5.813  0.463
H -1.209 4.530 0.387  0.386
H -1.689 1.625 4.083  0.448
H -3.653 -0.628 -1.855  0.187
H -4.357 0.165 1.023  0.246
H 3.262 2.415 -2.441  0.440
H 5.885 2.698 0.520  0.500
H -4.419 5.828 -2.114  0.439
H -4.263 1.748 -0.856  0.185
H -0.695 -4.763 -2.229  0.362
H 3.789 -0.406 3.056  0.588
H 2.230 -1.212 4.403  0.490
H -0.237 2.197 -4.596  0.426
H -5.279 -0.434 5.163  0.464
H 0.306 -4.797 -0.774  0.404
H 8.294 -0.666 3.115  0.391
H 8.273 2.917 1.108  0.389
H -1.277 0.780 -2.805  0.422
H -1.424 -5.167 -0.672  0.397
H -3.059 -3.553 -2.664  0.425
H -5.864 -0.705 2.780  0.471
H -4.196 -2.371 -1.998  0.488
H 5.907 -1.071 2.639  0.464
H 4.385 1.495 -0.737  0.779
H -2.061 -1.838 2.258  0.553
H -2.341 6.313 -0.864  0.441
H -1.617 -2.669 4.574  0.454
H -5.372 3.553 -2.101  0.443